{"formula": "C27H51Cl2NO4", "method": "ωB97M-V with the def2-TZVPD basis set", "lumo_ev": 0.4, "charge": 0, "smiles": "CCCCCCCCCCCCCCCC[C@](N)(CCCCl)[C@H](CCOC=O)OCCC(=O)Cl", "e_homo_ev": -9.838, "relative_energy_ev": 0.0000, "gap_ev": 10.285, "species": ["C", "C", "C", "C", "C", "C", "C", "C", "C", "C", "C", "C", "C", "C", "C", "C", "C", "N", "C", "C", "C", "Cl", "C", "C", "C", "O", "C", "O", "O", "C", "C", "C", "O", "Cl", "H", "H", "H", "H", "H", "H", "H", "H", "H", "H", "H", "H", "H", "H", "H", "H", "H", "H", "H", "H", "H", "H", "H", "H", "H", "H", "H", "H", "H", "H", "H", "H", "H", "H", "H", "H", "H", "H", "H", "H", "H", "H", "H", "H", "H", "H", "H", "H", "H", "H", "H"], "xyz": [[3.07, -2.90, 2.69], [4.27, -3.24, 1.75], [4.30, -2.31, 0.52], [3.14, -2.60, -0.47], [3.47, -2.37, -1.97], [2.57, -1.30, -2.64], [3.28, 0.09, -2.76], [4.00, 0.50, -1.47], [4.55, 1.96, -1.57], [4.19, 2.81, -0.31], [2.94, 3.69, -0.62], [1.82, 3.46, 0.43], [0.61, 2.75, -0.22], [-0.70, 2.88, 0.61], [-1.89, 2.94, -0.37], [-3.21, 2.36, 0.18], [-3.66, 0.98, -0.42], [-3.21, 0.72, -1.79], [-5.22, 1.02, -0.48], [-5.91, -0.34, -0.73], [-5.86, -0.82, -2.18], [-6.69, -2.45, -2.22], [-3.15, -0.19, 0.46], [-3.88, -0.27, 1.83], [-2.97, -0.48, 3.04], [-2.36, 0.77, 3.46], [-1.00, 0.57, 3.56], [-0.48, 0.26, 4.53], [-1.73, -0.22, 0.55], [-1.13, -1.32, -0.11], [-1.32, -2.69, 0.58], [-0.04, -3.29, 1.11], [0.90, -2.71, 1.42], [-0.05, -5.09, 1.25], [2.38, -3.76, 2.65], [3.36, -2.80, 3.73], [2.48, -2.05, 2.32], [5.20, -3.06, 2.29], [4.19, -4.28, 1.44], [4.21, -1.28, 0.87], [5.26, -2.46, 0.01], [2.83, -3.64, -0.33], [2.30, -1.95, -0.19], [4.53, -2.16, -2.14], [3.26, -3.31, -2.50], [2.25, -1.63, -3.63], [1.65, -1.14, -2.06], [2.50, 0.82, -3.01], [3.99, 0.01, -3.60], [3.27, 0.41, -0.66], [4.85, -0.13, -1.24], [4.22, 2.43, -2.50], [5.65, 1.91, -1.60], [5.06, 3.39, 0.01], [3.97, 2.09, 0.48], [2.56, 3.43, -1.61], [3.22, 4.75, -0.70], [1.53, 4.43, 0.82], [2.14, 2.84, 1.27], [0.43, 3.26, -1.18], [0.81, 1.70, -0.46], [-0.62, 3.84, 1.13], [-0.81, 2.07, 1.34], [-2.07, 4.01, -0.57], [-1.56, 2.52, -1.33], [-3.06, 2.20, 1.25], [-4.05, 3.06, 0.11], [-2.20, 0.59, -1.74], [-3.36, 1.54, -2.37], [-5.44, 1.64, -1.35], [-5.64, 1.55, 0.38], [-5.57, -1.16, -0.09], [-6.97, -0.21, -0.49], [-6.46, -0.18, -2.83], [-4.86, -1.00, -2.56], [-3.46, -1.09, -0.10], [-4.60, -1.09, 1.83], [-4.43, 0.66, 2.02], [-3.60, -0.83, 3.86], [-2.19, -1.24, 2.88], [-0.40, 0.71, 2.64], [-1.54, -1.41, -1.12], [-0.06, -1.11, -0.21], [-2.07, -2.68, 1.37], [-1.71, -3.40, -0.16]], "mulliken_charge": [-0.529, -0.855, -0.800, 1.104, -1.207, -0.051, -1.065, 0.594, -1.335, -0.752, -0.798, -0.822, -0.693, 0.511, -1.641, -1.253, 2.115, -0.584, -1.276, -1.102, -0.489, -0.249, -1.795, -1.047, -0.711, -0.393, 0.512, -0.446, 0.214, 0.252, -1.138, 0.356, -0.227, -0.231, 0.066, 0.452, -0.011, 0.338, 0.385, 0.214, 0.399, 0.810, -1.122, 0.517, 0.310, 0.472, -0.357, 0.360, 0.330, -0.231, 0.335, 0.518, 0.405, 0.532, 0.335, 0.375, 0.467, 0.444, 0.335, 0.449, -0.006, 0.666, -0.589, 0.164, 0.730, 0.402, 0.778, 0.139, 0.387, 0.651, 0.511, 0.303, 0.511, 0.368, 0.249, 0.834, 0.384, 0.316, 0.545, 0.179, 0.127, 0.587, -0.499, 0.426, 0.540]}

=====

{"formula": "C27H51FeNO2Si2", "method": "ωB97M-V with the def2-TZVPD basis set", "lumo_ev": [-2.6, -3.4], "charge": 1, "e_homo_ev": [-10.192, -11.162], "spin_multiplicity": 6, "gap_ev": [7.555, 7.735], "species": ["O", "O", "C", "C", "H", "H", "H", "H", "H", "C", "C", "H", "H", "H", "H", "H", "C", "C", "C", "H", "H", "H", "H", "H", "C", "H", "H", "H", "H", "H", "H", "Fe", "C", "Si", "H", "H", "C", "C", "C", "C", "Si", "H", "H", "C", "C", "C", "H", "H", "H", "H", "H", "H", "H", "H", "H", "H", "H", "H", "H", "H", "H", "H", "H", "H", "C", "C", "C", "C", "N", "C", "C", "C", "C", "C", "C", "C", "H", "H", "H", "H", "H", "H", "H", "H"], "xyz": [[0.22, 1.19, -1.85], [2.21, -1.89, -2.98], [-0.73, 1.13, -3.06], [-1.13, 2.53, -3.46], [-1.58, 0.53, -2.72], [-0.16, 0.61, -3.83], [-1.65, 3.03, -2.62], [-1.83, 2.48, -4.31], [-0.28, 3.14, -3.78], [1.66, 1.47, -1.96], [2.14, 1.23, -3.37], [2.17, 0.81, -1.26], [1.80, 2.51, -1.65], [2.07, 0.17, -3.64], [3.21, 1.48, -3.39], [1.61, 1.86, -4.09], [3.06, -2.26, -1.90], [1.38, -2.90, -3.53], [4.47, -1.74, -2.15], [3.07, -3.36, -1.79], [2.66, -1.81, -0.97], [4.89, -2.19, -3.05], [5.10, -2.00, -1.30], [4.52, -0.65, -2.26], [1.92, -3.34, -4.88], [0.37, -2.48, -3.65], [1.31, -3.77, -2.85], [2.13, -2.49, -5.54], [1.20, -3.99, -5.37], [2.85, -3.90, -4.75], [-0.25, 1.10, -0.88], [-0.66, 0.73, 1.19], [-1.01, -0.66, -0.30], [-1.85, -2.30, 0.01], [-1.62, -0.17, -1.07], [-0.02, -0.92, -0.70], [-2.63, -2.88, -1.61], [-3.21, -2.07, 1.27], [-0.56, -3.59, 0.51], [-0.09, 2.55, 0.78], [1.61, 2.94, 1.51], [-0.84, 3.09, 1.41], [-0.19, 3.06, -0.19], [2.49, 4.19, 0.39], [2.78, 1.49, 1.76], [1.35, 3.77, 3.17], [0.37, -3.44, -0.04], [-0.95, -4.59, 0.28], [-0.34, -3.55, 1.59], [-3.22, -2.05, -2.04], [-3.30, -3.73, -1.43], [-1.86, -3.17, -2.34], [-3.54, -1.02, 1.30], [-2.88, -2.36, 2.27], [-4.06, -2.70, 0.97], [3.62, 1.55, 1.05], [2.31, 0.50, 1.66], [3.20, 1.56, 2.78], [2.33, 4.04, 3.59], [0.83, 3.09, 3.87], [0.74, 4.68, 3.04], [3.17, 4.78, 1.02], [1.75, 4.86, -0.07], [3.08, 3.70, -0.41], [0.28, -2.18, 4.13], [-0.81, -2.07, 5.00], [-1.75, -1.08, 4.76], [-1.62, -0.25, 3.64], [-0.54, -0.36, 2.80], [0.40, -1.32, 3.04], [-2.64, 0.71, 3.19], [-3.86, 0.98, 3.89], [-4.81, 1.82, 3.30], [-4.57, 2.38, 2.05], [-3.38, 2.09, 1.35], [-2.42, 1.27, 1.92], [1.05, -2.94, 4.30], [-0.93, -2.74, 5.85], [-2.63, -0.95, 5.40], [1.24, -1.38, 2.35], [-4.01, 0.54, 4.87], [-5.73, 2.03, 3.85], [-5.30, 3.05, 1.61], [-3.21, 2.52, 0.36]], "mulliken_charge": [0.420, -0.102, -0.023, -1.147, 0.229, 0.429, 0.243, 0.443, 0.292, 0.800, -1.585, 0.087, -0.087, 0.166, 0.447, 0.436, 0.099, -0.067, -1.353, 0.546, -0.178, 0.315, 0.432, 0.217, -1.400, 0.101, 0.374, 0.275, 0.435, 0.318, -0.134, -0.878, -0.011, 0.129, -0.356, 0.089, -1.166, -0.906, -0.867, -0.790, 0.558, 0.913, 0.425, -1.178, -0.811, -1.242, 0.117, 0.439, 0.266, 0.309, 0.375, 0.247, 0.174, 0.234, 0.515, 0.361, -0.091, 0.366, 0.344, 0.313, 0.324, 0.350, 0.328, 0.311, -0.685, -0.522, -0.835, 0.391, 0.380, -0.366, 0.741, -0.851, -0.809, -0.724, 0.334, 0.448, 0.454, 0.444, 0.391, 0.318, 0.407, 0.383, 0.434, 0.442]}

=====

{"formula": "C27H51NNiO2Si2", "method": "ωB97M-V with the def2-TZVPD basis set", "lumo_ev": [-0.2, -0.2], "charge": 0, "e_homo_ev": [-3.342, -6.498], "relative_energy_ev": 0.2728, "spin_multiplicity": 3, "gap_ev": [3.127, 6.282], "species": ["O", "O", "C", "C", "H", "H", "H", "H", "H", "C", "C", "H", "H", "H", "H", "H", "C", "C", "C", "H", "H", "H", "H", "H", "C", "H", "H", "H", "H", "H", "H", "Ni", "C", "Si", "H", "H", "C", "C", "C", "C", "Si", "H", "H", "C", "C", "C", "H", "H", "H", "H", "H", "H", "H", "H", "H", "H", "H", "H", "H", "H", "H", "H", "H", "H", "C", "C", "C", "C", "N", "C", "C", "C", "C", "C", "C", "C", "H", "H", "H", "H", "H", "H", "H", "H"], "xyz": [[2.98, 1.19, 0.33], [3.75, -1.00, 0.21], [2.77, 1.82, -0.95], [2.68, 3.32, -0.89], [1.86, 1.38, -1.38], [3.62, 1.49, -1.55], [1.77, 3.64, -0.37], [2.65, 3.73, -1.90], [3.55, 3.76, -0.39], [2.41, 1.75, 1.59], [3.38, 1.21, 2.60], [1.38, 1.38, 1.74], [2.39, 2.85, 1.53], [3.35, 0.11, 2.57], [3.18, 1.56, 3.61], [4.41, 1.51, 2.34], [3.51, -2.09, 1.17], [4.87, -1.26, -0.74], [2.15, -2.05, 1.81], [4.35, -2.05, 1.86], [3.60, -3.03, 0.61], [1.77, -1.06, 2.09], [2.23, -2.65, 2.72], [1.41, -2.52, 1.15], [6.16, -0.68, -0.23], [4.51, -0.86, -1.69], [4.95, -2.35, -0.82], [6.02, 0.33, 0.21], [6.87, -0.64, -1.07], [6.58, -1.32, 0.55], [3.61, 0.09, 0.45], [-1.90, 0.14, -0.21], [-0.57, -0.81, -0.92], [0.00, -2.02, -2.24], [-0.01, -1.16, -0.05], [-0.01, 0.14, -1.15], [0.75, -0.82, -3.51], [-1.61, -2.97, -2.37], [1.43, -3.11, -1.72], [-2.28, 0.72, -1.97], [-4.14, 0.68, -1.91], [-1.87, 0.07, -2.76], [-1.84, 1.72, -2.15], [-4.69, -0.58, -3.20], [-4.82, 2.40, -2.26], [-4.83, 0.09, -0.24], [1.41, -4.04, -2.30], [1.43, -3.38, -0.66], [2.41, -2.64, -1.91], [0.12, 0.05, -3.74], [0.99, -1.34, -4.45], [1.70, -0.42, -3.10], [-2.43, -2.33, -2.74], [-1.89, -3.31, -1.36], [-1.50, -3.84, -3.02], [-4.22, 2.90, -3.03], [-4.81, 3.02, -1.36], [-5.85, 2.32, -2.62], [-4.78, 0.88, 0.52], [-4.31, -0.80, 0.16], [-5.88, -0.17, -0.40], [-5.66, -0.27, -3.62], [-4.82, -1.58, -2.75], [-3.97, -0.65, -4.02], [-2.22, 4.02, 1.38], [-2.33, 3.75, 2.75], [-2.26, 2.44, 3.21], [-2.17, 1.39, 2.30], [-2.13, 1.67, 0.96], [-2.06, 2.95, 0.50], [-2.04, -0.03, 2.63], [-1.93, -0.58, 3.94], [-1.81, -1.96, 4.10], [-1.73, -2.80, 2.98], [-1.78, -2.24, 1.68], [-1.93, -0.88, 1.53], [-2.25, 5.02, 0.97], [-2.43, 4.57, 3.45], [-2.25, 2.18, 4.27], [-1.89, 3.06, -0.56], [-1.96, 0.10, 4.80], [-1.77, -2.39, 5.10], [-1.62, -3.88, 3.09], [-1.70, -2.87, 0.79]], "mulliken_charge": [-0.374, 0.504, 0.322, -1.607, -0.107, 0.285, 0.406, 0.431, 0.355, 0.170, -1.186, -0.105, 0.552, 0.122, 0.431, 0.298, -0.698, -0.540, -0.644, 0.341, 0.593, 0.043, 0.428, 0.012, -1.196, 0.399, 0.497, 0.221, 0.411, 0.341, 0.357, -1.227, 1.091, 0.228, -0.206, -0.602, -1.002, -0.764, -0.965, -0.677, 0.133, 0.382, 0.545, -1.238, -1.134, -0.934, 0.530, 0.317, 0.033, 0.320, 0.445, 0.089, 0.012, 0.270, 0.444, 0.336, 0.302, 0.343, 0.210, 0.180, 0.538, 0.359, 0.292, 0.336, -0.954, -0.577, -0.787, 0.143, 1.143, -0.628, 0.410, -0.513, -0.758, -0.751, 0.774, -0.331, 0.416, 0.393, 0.339, 0.394, 0.338, 0.350, 0.418, 0.130]}